P) {
  "formula": "C44H80F12N14O2P2",
  "method": "the ωB97M-V functional and the def2-TZVPD basis",
  "charge": 4,
  "homo_lumo_gap_ev": 6.92,
  "species": ["C", "C", "N", "C", "C", "N", "C", "C", "H", "H", "H", "H", "H", "H", "H", "H", "H", "H", "H", "C", "C", "N", "C", "C", "N", "C", "C", "H", "H", "H", "H", "H", "H", "H", "H", "H", "H", "H", "C", "C", "N", "C", "C", "N", "C", "C", "H", "H", "H", "H", "H", "H", "H", "H", "H", "H", "H", "C", "C", "N", "C", "C", "N", "C", "C", "H", "H", "H", "H", "H", "H", "H", "H", "H", "H", "H", "C", "C", "N", "C", "C", "N", "C", "C", "H", "H", "H", "H", "H", "H", "H", "H", "H", "H", "H", "C", "C", "N", "C", "C", "N", "C", "C", "H", "H", "H", "H", "H", "H", "H", "H", "H", "H", "H", "C", "C", "N", "C", "C", "N", "C", "C", "H", "H", "H", "H", "H", "H", "H", "H", "H", "H", "H", "C", "C", "O", "O", "H", "H", "H", "P", "F", "F", "F", "F", "F", "F", "P", "F", "F", "F", "F", "F", "F"],
  "xyz": [[7.219, -2.077, -0.785], [7.190, -1.689, -2.271], [5.995, -0.862, -2.659], [5.854, 0.430, -2.237], [4.586, 0.763, -2.604], [3.989, -0.250, -3.363], [4.963, -1.213, -3.397], [2.631, -0.442, -3.942], [7.279, -1.156, -0.205], [8.007, -2.801, -0.579], [6.293, -2.595, -0.537], [7.157, -2.572, -2.908], [8.107, -1.161, -2.533], [6.559, 0.873, -1.549], [3.975, 1.595, -2.287], [4.893, -2.164, -3.903], [2.559, -0.469, -5.029], [2.031, 0.422, -3.655], [2.181, -1.345, -3.530], [-5.488, -4.533, 0.564], [-4.035, -4.638, 1.110], [-2.995, -4.859, 0.004], [-2.654, -6.091, -0.699], [-1.870, -5.677, -1.780], [-1.668, -4.353, -1.692], [-2.371, -3.841, -0.608], [-0.648, -3.611, -2.400], [-5.779, -3.761, -0.148], [-6.128, -4.439, 1.442], [-5.889, -5.425, 0.083], [-4.000, -5.511, 1.761], [-3.751, -3.753, 1.680], [-3.080, -7.045, -0.427], [-1.332, -6.343, -2.439], [-2.437, -2.806, -0.309], [0.083, -4.372, -2.673], [-0.283, -2.713, -1.900], [-1.096, -3.256, -3.329], [-6.107, -4.397, -4.527], [-5.444, -4.052, -3.171], [-4.948, -2.669, -3.160], [-4.054, -2.112, -4.108], [-3.858, -0.758, -3.722], [-4.549, -0.522, -2.518], [-5.177, -1.692, -2.130], [-4.590, 0.645, -1.738], [-5.428, -4.673, -5.333], [-6.682, -3.551, -4.904], [-6.847, -5.196, -4.488], [-4.605, -4.724, -2.991], [-6.148, -4.116, -2.341], [-3.661, -2.657, -4.953], [-3.227, 0.002, -4.159], [-5.846, -1.828, -1.293], [-4.491, 1.535, -2.358], [-3.822, 0.542, -0.971], [-5.454, 0.681, -1.073], [-2.834, 4.031, -1.187], [-2.222, 4.439, -2.480], [-2.253, 5.916, -2.527], [-1.281, 6.686, -3.136], [-1.596, 8.025, -3.046], [-2.827, 7.998, -2.340], [-3.236, 6.762, -1.996], [-3.520, 9.177, -1.969], [-2.686, 2.982, -0.930], [-3.919, 4.099, -1.116], [-2.372, 4.489, -0.312], [-2.511, 4.101, -3.475], [-1.172, 4.148, -2.435], [-0.338, 6.324, -3.519], [-1.031, 8.931, -3.208], [-4.157, 6.461, -1.518], [-4.536, 8.862, -1.732], [-3.467, 10.012, -2.668], [-3.052, 9.385, -1.006], [-2.425, -2.235, 8.061], [-1.270, -1.318, 7.675], [-1.415, -0.924, 6.265], [-2.324, -0.052, 5.779], [-2.271, -0.101, 4.376], [-1.233, -0.871, 4.024], [-0.714, -1.410, 5.194], [-1.016, -1.386, 2.702], [-2.227, -2.651, 9.049], [-2.463, -3.113, 7.417], [-3.445, -1.854, 8.006], [-0.346, -1.886, 7.786], [-1.171, -0.451, 8.328], [-3.043, 0.278, 6.514], [-3.016, 0.295, 3.703], [0.062, -2.142, 5.363], [-1.013, -2.472, 2.795], [-0.058, -1.093, 2.272], [-1.904, -1.083, 2.146], [4.593, -4.546, 4.644], [4.044, -3.128, 4.447], [3.430, -3.016, 3.097], [3.758, -2.175, 2.108], [2.724, -2.245, 1.161], [1.847, -3.332, 1.497], [2.310, -3.778, 2.762], [0.798, -3.937, 0.667], [4.878, -4.769, 5.672], [5.368, -4.718, 3.897], [3.802, -5.293, 4.576], [4.833, -2.408, 4.666], [3.277, -2.920, 5.194], [4.572, -1.465, 2.117], [2.533, -1.717, 0.238], [1.901, -4.511, 3.442], [-0.041, -4.279, 1.274], [1.120, -4.708, -0.033], [0.479, -3.009, 0.194], [2.758, 1.851, 1.382], [3.980, 1.977, 2.307], [3.772, 2.957, 3.336], [3.821, 4.352, 3.128], [3.529, 5.000, 4.302], [3.427, 3.939, 5.327], [3.448, 2.677, 4.631], [3.408, 4.230, 6.691], [2.326, 2.738, 0.918], [1.976, 1.443, 2.023], [2.934, 1.128, 0.586], [4.937, 2.225, 1.850], [4.152, 1.053, 2.859], [4.053, 4.856, 2.201], [3.658, 6.005, 4.675], [3.398, 1.726, 5.141], [2.353, 4.254, 6.963], [3.700, 5.244, 6.961], [4.001, 3.469, 7.198], [-0.372, 1.064, -2.022], [-0.162, 0.122, -0.911], [-1.133, -0.488, -0.416], [0.988, -0.321, -0.722], [-0.298, 0.629, -3.018], [0.401, 1.833, -2.059], [-1.334, 1.576, -2.030], [-1.530, 1.895, -6.456], [-2.547, 0.705, -6.998], [-2.754, 2.980, -6.495], [-1.899, 1.649, -4.887], [-0.534, 3.084, -5.937], [-0.295, 0.788, -6.320], [-1.129, 2.278, -8.017], [2.831, 4.565, -2.139], [4.034, 5.222, -3.126], [3.058, 5.715, -1.029], [1.790, 5.564, -2.820], [1.611, 3.918, -1.252], [2.672, 3.377, -3.184], [3.935, 3.600, -1.444]],
  "mulliken_charge": [-0.88, -0.64, 0.18, -0.91, -0.05, 0.33, -0.10, -0.63, 0.32, 0.40, 0.18, 0.35, 0.33, 0.45, 0.48, 0.44, 0.44, 0.01, 0.29, -0.83, -0.35, 0.28, -0.61, -0.46, 0.60, -0.53, -0.95, -0.08, 0.47, 0.34, 0.41, 0.12, 0.51, 0.56, 0.54, 0.39, 0.17, 0.37, -1.39, 0.14, 0.40, -1.11, -0.49, 0.33, -0.35, -0.90, 0.38, 0.39, 0.40, -0.04, 0.30, 0.55, 0.95, 0.41, 0.40, 0.28, 0.36, -1.16, 0.42, 0.27, -0.43, -0.54, 0.08, -0.05, -0.83, 0.12, 0.39, 0.35, 0.29, -0.22, 0.55, 0.44, 0.34, 0.26, 0.33, 0.40, -1.08, -0.44, 0.16, -0.48, -0.29, 0.40, -0.38, -0.44, 0.38, 0.32, 0.37, 0.25, 0.34, 0.44, 0.46, 0.45, 0.36, 0.00, 0.11, -1.20, -0.47, 0.37, -0.86, -0.50, 0.43, -0.37, -0.55, 0.42, 0.33, 0.36, 0.36, 0.26, 0.71, 0.70, 0.39, 0.33, 0.39, -0.13, -0.44, -0.65, 0.25, -0.33, -0.45, 0.17, -0.24, -0.76, 0.32, 0.24, 0.01, 0.33, 0.22, 0.55, 0.38, 0.41, 0.35, 0.30, 0.30, 0.34, -0.22, -0.50, -0.21, 0.06, 0.02, -0.40, 1.36, -0.39, -0.39, -0.46, -0.34, -0.38, -0.34, 1.23, -0.40, -0.42, -0.27, -0.35, -0.35, -0.38]
}

Q) {
  "formula": "C44H80F12N14O2P2",
  "method": "the ωB97M-V functional and the def2-TZVPD basis",
  "charge": 4,
  "homo_lumo_gap_ev": 2.70,
  "species": ["C", "C", "N", "C", "C", "N", "C", "C", "H", "H", "H", "H", "H", "H", "H", "H", "H", "H", "H", "C", "C", "N", "C", "C", "N", "C", "C", "H", "H", "H", "H", "H", "H", "H", "H", "H", "H", "H", "C", "C", "N", "C", "C", "N", "C", "C", "H", "H", "H", "H", "H", "H", "H", "H", "H", "H", "H", "C", "C", "N", "C", "C", "N", "C", "C", "H", "H", "H", "H", "H", "H", "H", "H", "H", "H", "H", "C", "C", "N", "C", "C", "N", "C", "C", "H", "H", "H", "H", "H", "H", "H", "H", "H", "H", "H", "C", "C", "N", "C", "C", "N", "C", "C", "H", "H", "H", "H", "H", "H", "H", "H", "H", "H", "H", "C", "C", "N", "C", "C", "N", "C", "C", "H", "H", "H", "H", "H", "H", "H", "H", "H", "H", "H", "C", "C", "O", "O", "H", "H", "H", "P", "F", "F", "F", "F", "F", "F", "P", "F", "F", "F", "F", "F", "F"],
  "xyz": [[8.052, -3.175, -7.749], [8.545, -1.746, -7.259], [8.344, -1.528, -5.882], [9.306, -1.008, -4.996], [8.687, -1.005, -3.800], [7.341, -1.310, -3.839], [7.171, -1.599, -5.207], [6.386, -1.468, -2.780], [6.986, -3.317, -7.924], [8.363, -4.031, -7.150], [8.585, -3.320, -8.688], [8.021, -0.938, -7.769], [9.592, -1.544, -7.486], [10.325, -0.845, -5.315], [9.123, -0.763, -2.842], [6.273, -2.037, -5.617], [6.373, -0.512, -2.257], [6.791, -2.189, -2.071], [5.357, -1.745, -3.009], [-7.617, -2.452, -0.344], [-6.545, -3.229, 0.357], [-6.298, -2.959, 1.708], [-5.092, -2.400, 2.218], [-5.345, -2.141, 3.563], [-6.565, -2.582, 3.895], [-7.228, -3.037, 2.773], [-7.159, -2.523, 5.193], [-7.700, -2.623, -1.417], [-7.684, -1.371, -0.222], [-8.605, -2.783, -0.025], [-5.516, -3.191, -0.002], [-6.795, -4.287, 0.427], [-4.208, -2.129, 1.659], [-4.731, -1.631, 4.291], [-8.210, -3.479, 2.859], [-7.530, -3.524, 5.415], [-7.913, -1.737, 5.202], [-6.389, -2.248, 5.914], [-0.877, -2.558, -11.147], [-0.810, -3.888, -10.327], [-1.215, -3.481, -8.969], [-2.493, -3.352, -8.481], [-2.643, -2.957, -7.191], [-1.346, -2.878, -6.793], [-0.511, -3.117, -7.850], [-0.823, -2.470, -5.428], [-0.924, -1.641, -10.559], [-1.826, -2.592, -11.681], [-0.092, -2.503, -11.901], [0.255, -4.121, -10.321], [-1.370, -4.760, -10.665], [-3.300, -3.515, -9.179], [-3.457, -2.770, -6.506], [0.560, -3.258, -7.871], [-1.361, -1.641, -4.969], [0.200, -2.117, -5.561], [-0.665, -3.378, -4.845], [0.616, -8.514, -3.169], [1.642, -7.357, -2.974], [1.704, -6.817, -1.596], [0.580, -6.578, -0.872], [0.956, -5.967, 0.380], [2.295, -5.927, 0.342], [2.741, -6.373, -0.873], [3.255, -5.368, 1.388], [0.928, -9.226, -2.405], [0.821, -8.918, -4.160], [-0.426, -8.236, -3.012], [1.461, -6.602, -3.738], [2.666, -7.719, -3.076], [-0.389, -6.874, -1.245], [0.526, -5.573, 1.289], [3.804, -6.388, -1.059], [2.718, -5.444, 2.334], [3.567, -4.342, 1.191], [4.083, -6.054, 1.565], [0.828, 8.263, 8.257], [0.023, 7.805, 7.063], [0.726, 7.951, 5.774], [1.737, 8.785, 5.407], [2.191, 8.515, 4.136], [1.499, 7.364, 3.756], [0.537, 7.056, 4.758], [1.507, 6.597, 2.476], [1.092, 9.321, 8.279], [1.874, 7.958, 8.230], [0.435, 7.882, 9.200], [-0.919, 8.352, 7.027], [-0.182, 6.753, 7.260], [2.118, 9.533, 6.086], [2.934, 8.903, 3.456], [-0.241, 6.306, 4.759], [1.598, 7.367, 1.710], [0.571, 6.038, 2.439], [2.393, 5.963, 2.433], [-1.158, -0.077, 9.560], [-1.224, 1.438, 9.674], [0.099, 1.998, 9.557], [0.816, 2.077, 8.370], [1.991, 2.804, 8.602], [2.109, 3.010, 9.963], [0.959, 2.500, 10.511], [3.293, 3.457, 10.668], [-2.174, -0.416, 9.356], [-0.618, -0.652, 10.312], [-0.648, -0.296, 8.622], [-1.795, 1.719, 10.559], [-1.830, 1.927, 8.910], [0.418, 1.678, 7.449], [2.738, 3.134, 7.895], [0.640, 2.510, 11.543], [3.339, 4.533, 10.500], [4.219, 3.020, 10.294], [3.075, 3.264, 11.718], [-3.327, 5.807, -9.620], [-3.768, 5.440, -8.263], [-2.621, 5.247, -7.353], [-1.661, 6.223, -7.130], [-0.812, 5.664, -6.179], [-1.355, 4.503, -5.738], [-2.351, 4.163, -6.560], [-0.845, 3.799, -4.614], [-4.028, 5.473, -10.385], [-2.350, 5.426, -9.917], [-3.366, 6.892, -9.723], [-4.330, 4.508, -8.324], [-4.377, 6.259, -7.881], [-1.532, 7.100, -7.748], [0.133, 6.003, -5.781], [-2.938, 3.259, -6.497], [-0.156, 2.987, -4.848], [-1.653, 3.484, -3.955], [-0.327, 4.450, -3.910], [-4.426, 3.649, 3.467], [-4.519, 3.371, 4.994], [-5.264, 2.553, 5.544], [-3.804, 4.089, 5.661], [-4.797, 4.662, 3.311], [-4.993, 2.962, 2.840], [-3.364, 3.546, 3.246], [0.421, 0.222, 1.354], [-0.254, -0.911, 0.327], [1.856, -0.553, 1.258], [0.826, 1.412, 0.227], [0.859, 1.284, 2.508], [-0.974, 1.030, 1.302], [-0.089, -0.760, 2.608], [0.272, -5.415, 6.776], [0.600, -4.186, 5.720], [0.069, -6.436, 5.491], [1.879, -5.668, 6.780], [-0.021, -6.753, 7.768], [0.375, -4.285, 7.985], [-1.302, -5.154, 6.801]],
  "mulliken_charge": [-1.12, -0.41, 0.17, -0.26, -0.50, 0.19, -0.19, -0.82, 0.36, 0.37, 0.35, 0.31, 0.35, 0.43, 0.44, 0.32, 0.34, 0.36, 0.30, -1.19, -0.41, 0.19, -0.36, -0.44, 0.18, -0.28, -0.85, 0.36, 0.36, 0.36, 0.35, 0.32, 0.54, 0.45, 0.38, 0.37, 0.35, 0.31, -0.99, -0.40, 0.15, -0.46, -0.30, 0.11, -0.14, -0.95, 0.32, 0.32, 0.36, 0.23, 0.40, 0.42, 0.50, 0.37, 0.38, 0.32, 0.35, -1.16, -0.35, 0.25, -0.38, -0.48, 0.07, -0.17, -0.91, 0.35, 0.37, 0.37, 0.25, 0.35, 0.37, 0.56, 0.41, 0.38, 0.31, 0.39, -1.44, -0.15, 0.21, -0.31, -0.40, 0.13, -0.44, -0.83, 0.40, 0.45, 0.35, 0.25, 0.37, 0.39, 0.45, 0.57, 0.35, 0.33, 0.31, -1.05, -0.53, 0.21, -0.43, -0.58, 0.16, -0.11, -0.82, 0.35, 0.32, 0.37, 0.32, 0.40, 0.54, 0.48, 0.40, 0.34, 0.33, 0.30, -1.24, -0.24, 0.11, -0.45, -0.28, 0.17, -0.09, -0.97, 0.37, 0.36, 0.36, 0.30, 0.28, 0.42, 0.44, 0.39, 0.30, 0.40, 0.37, -0.65, 0.52, -0.75, -0.69, 0.22, 0.24, 0.12, 1.20, -0.39, -0.35, -0.40, -0.35, -0.36, -0.36, 1.17, -0.37, -0.38, -0.35, -0.37, -0.37, -0.33]
}

Most stable to least stable: P), Q)

P) {
  "formula": "C17H19NO",
  "method": "the ωB97M-V functional and the def2-TZVPD basis",
  "charge": 0,
  "smiles": "CCc1c[nH]c2ccccc12.Cc1ccc(O)cc1",
  "homo_lumo_gap_ev": 8.30,
  "species": ["C", "C", "C", "C", "C", "C", "C", "C", "C", "C", "N", "H", "H", "H", "H", "H", "H", "H", "H", "H", "H", "H", "C", "C", "C", "C", "C", "C", "C", "O", "H", "H", "H", "H", "H", "H", "H", "H"],
  "xyz": [[-2.567, -1.936, 2.505], [-3.484, -0.704, 2.420], [-1.606, -1.942, 1.347], [-0.319, -2.361, 1.405], [-1.751, -1.544, -0.024], [-0.544, -1.736, -0.682], [-2.784, -1.060, -0.849], [-0.239, -1.326, -1.978], [-2.580, -0.703, -2.166], [-1.274, -0.752, -2.688], [0.361, -2.308, 0.227], [-2.029, -1.901, 3.449], [-3.111, -2.880, 2.448], [-2.968, 0.188, 2.082], [0.260, -2.647, 2.272], [1.336, -2.428, 0.071], [-3.798, -1.165, -0.535], [0.695, -1.547, -2.466], [-3.394, -0.252, -2.711], [-1.169, -0.326, -3.679], [-3.939, -0.559, 3.393], [-4.218, -0.916, 1.669], [0.998, 3.801, -0.942], [3.772, 1.262, -1.010], [2.962, 2.337, -1.345], [3.461, 0.510, 0.117], [1.887, 2.652, -0.514], [2.551, 0.972, 1.030], [1.702, 2.026, 0.705], [4.233, -0.602, 0.424], [4.533, 0.848, -1.663], [3.312, 3.054, -2.077], [4.350, -1.098, -0.358], [2.407, 0.547, 2.008], [1.166, 4.845, -0.671], [-0.001, 3.605, -0.556], [0.865, 2.260, 1.344], [0.920, 3.788, -2.001]],
  "nbo_charge": [-0.41, -0.60, -0.10, -0.01, -0.13, 0.21, -0.19, -0.27, -0.23, -0.22, -0.55, 0.21, 0.21, 0.21, 0.20, 0.41, 0.20, 0.21, 0.21, 0.21, 0.21, 0.20, -0.63, -0.27, -0.19, 0.27, -0.03, -0.25, -0.19, -0.69, 0.21, 0.21, 0.47, 0.22, 0.22, 0.21, 0.22, 0.21]
}

Q) {
  "formula": "C17H19NO",
  "method": "the ωB97M-V functional and the def2-TZVPD basis",
  "charge": 0,
  "smiles": "Cc1c[nH]c2ccccc12.CCc1ccc(O)cc1",
  "homo_lumo_gap_ev": 8.38,
  "species": ["C", "C", "C", "C", "C", "C", "C", "C", "O", "H", "H", "H", "H", "H", "H", "H", "H", "H", "H", "C", "C", "C", "C", "C", "C", "C", "C", "C", "N", "H", "H", "H", "H", "H", "H", "H", "H", "H"],
  "xyz": [[-0.524, 2.376, -1.689], [-2.041, 2.241, -1.287], [0.465, 2.238, -0.497], [0.320, 1.413, 0.628], [1.646, 2.878, -0.701], [1.465, 1.367, 1.528], [2.740, 2.836, 0.139], [2.714, 2.067, 1.233], [3.716, 1.818, 2.095], [-0.448, 1.726, -2.451], [-0.429, 3.403, -2.091], [-2.102, 1.497, -0.397], [-0.474, 0.799, 0.771], [1.722, 3.364, -1.767], [1.334, 1.038, 2.526], [3.527, 3.341, -0.380], [3.654, 1.685, 3.047], [-2.618, 1.727, -1.993], [-2.492, 3.142, -0.921], [-3.029, -1.693, -1.240], [-0.573, -2.105, -0.229], [-2.048, -2.260, -0.249], [-0.193, -2.854, 0.908], [-2.409, -2.901, 0.949], [0.315, -1.373, -0.926], [1.594, -1.186, -0.402], [2.070, -2.171, 0.477], [1.155, -3.004, 1.167], [-1.276, -3.336, 1.622], [0.029, -0.626, -1.632], [2.269, -0.369, -0.667], [3.074, -2.070, 0.746], [-4.147, -1.762, -0.963], [-2.796, -1.929, -2.284], [-3.412, -3.326, 1.447], [-1.303, -3.615, 2.629], [1.444, -3.736, 1.843], [-2.936, -0.641, -0.990]],
  "nbo_charge": [-0.41, -0.60, -0.06, -0.18, -0.17, -0.25, -0.29, 0.30, -0.71, 0.20, 0.21, 0.19, 0.21, 0.21, 0.20, 0.23, 0.51, 0.21, 0.21, -0.64, -0.11, -0.09, 0.21, -0.03, -0.22, -0.20, -0.22, -0.26, -0.58, 0.21, 0.22, 0.21, 0.22, 0.22, 0.22, 0.42, 0.21, 0.22]
}

Most stable to least stable: P), Q)